(1)
{"formula": "C8H7N2O", "method": "ωB97M-V/def2-TZVPD", "total_charge": -1, "total_energy_ev": -13434.7929, "smiles": "N#CN([O-])Cc1ccccc1", "e_above_lowest_ev": 2.4754, "spin_multiplicity": 1, "gap_ev": 5.864, "symbols": ["H", "H", "C", "H", "N", "C", "H", "C", "H", "N", "C", "O", "H", "C", "H", "C", "C", "C"], "positions_angstrom": [[-1.8999, -1.4728, 2.5632], [0.2326, 2.1209, -1.7128], [0.7664, 1.2907, -1.1397], [-1.8369, 0.3639, -1.2407], [2.8242, -1.4321, -1.2299], [-0.0762, -0.5502, 2.0275], [-3.1804, -0.8656, 0.5483], [-1.3516, 0.1461, -0.2409], [0.3944, -0.6870, 2.9603], [1.3190, 0.2598, -2.1203], [-1.4320, -0.8807, 1.8437], [0.5375, 0.0184, -3.2264], [1.6087, 1.5794, -0.4970], [0.6442, 0.1916, 1.0839], [1.6661, 0.5570, 1.2779], [1.9942, -0.6956, -1.5503], [-0.0511, 0.5412, -0.0717], [-2.1592, -0.4849, 0.7247]], "forces_ev_per_a": [[-0.7, -0.8, 1.3], [0.9, -1.3, 0.8], [-0.2, -1.5, 0.0], [0.7, -0.1, 1.2], [0.7, -1.3, 1.0], [-0.4, 1.0, -0.9], [0.7, 0.6, 0.0], [-3.0, 0.4, -2.0], [0.4, -0.8, 1.0], [-1.5, 2.6, 0.3], [0.7, 0.7, -0.5], [-0.2, -0.2, 0.1], [0.1, 0.9, -0.8], [-1.2, -0.2, 0.7], [-0.6, -0.4, -0.2], [0.6, 0.3, -0.9], [1.1, 0.9, -0.7], [2.0, -0.7, -0.3]], "nbo_charge": [0.189, 0.221, -0.237, 0.224, -0.526, -0.225, 0.209, -0.203, 0.195, -0.196, -0.232, -0.769, 0.181, -0.198, 0.214, 0.410, -0.035, -0.224]}

=====

(2)
{"formula": "C28H56Cu3O19S3", "method": "ωB97M-V/def2-TZVPD", "total_charge": 0, "total_energy_ev": -235264.6344, "spin_multiplicity": 4, "gap_ev": [8.174, 4.803], "symbols": ["O", "C", "H", "C", "H", "C", "C", "H", "H", "H", "O", "C", "O", "H", "C", "C", "H", "H", "H", "O", "O", "H", "H", "H", "Cu", "H", "C", "H", "H", "C", "H", "H", "O", "H", "H", "O", "C", "O", "H", "O", "H", "C", "Cu", "H", "C", "H", "C", "O", "H", "H", "H", "H", "H", "H", "H", "H", "H", "O", "C", "H", "H", "H", "O", "H", "H", "H", "O", "O", "H", "C", "Cu", "C", "C", "C", "C", "H", "H", "H", "S", "H", "H", "H", "C", "H", "C", "C", "C", "O", "C", "O", "O", "S", "S", "C", "H", "O", "H", "H", "H", "O", "C", "H", "C", "H", "H", "C", "H", "H", "H"], "positions_angstrom": [[-1.5328, -0.4255, -0.6192], [-1.9534, 5.7753, 0.4765], [-2.0318, 5.6266, 2.6786], [-2.4466, -5.6358, 3.1654], [-0.6817, 4.5963, -0.6911], [2.0882, 2.4460, -0.2318], [-4.1068, 0.2263, -4.2629], [-5.9841, 0.7572, -3.6439], [1.2073, 1.6073, 4.3549], [-2.4793, 4.6846, -1.2386], [-3.6444, 0.8162, -2.0191], [5.0801, -1.0033, -1.5540], [0.5946, 3.2698, -3.2657], [1.7976, -3.2503, -1.0254], [-1.7860, 3.6425, 1.7409], [6.0912, -1.6648, -0.5358], [-4.0844, -4.9244, 1.8490], [-0.9509, 3.0590, 2.1285], [0.7114, -2.5120, -4.6279], [-0.5219, -1.2544, 1.4480], [-2.4574, 0.9663, 3.0163], [3.4926, 3.2409, -2.6746], [-2.4708, -0.4418, -2.9715], [2.3591, -2.0856, 3.2045], [2.1438, -0.0231, -1.9952], [5.4071, 0.0363, -1.5784], [-1.4460, -4.5898, 3.6251], [-2.7759, -5.6972, 1.0882], [-3.0060, 6.0323, 0.5953], [-1.5744, 5.1841, 1.7937], [-3.2149, -5.8067, 3.9195], [-3.4320, 0.5649, -5.0492], [-3.5995, -0.8020, 2.5187], [-0.4758, -4.9939, 3.3360], [6.7265, -0.9013, -0.0868], [-3.7092, 0.9412, 0.9440], [0.2111, -3.9645, -2.3759], [0.5436, 1.0734, -2.8106], [-1.5359, -4.4525, 4.7027], [-0.6233, 0.9865, 0.7052], [0.4163, -4.8365, -2.9968], [1.0405, -1.0453, 4.8190], [-2.3791, 1.5640, -0.5109], [1.1387, 2.7887, -0.6432], [-5.0427, 1.2815, -3.8082], [5.0319, -3.4631, -0.3546], [0.4019, -2.0706, -3.6805], [-4.8570, 1.2411, 2.9510], [-1.3238, -3.2703, -3.7961], [0.0175, -1.0986, -3.9897], [5.4510, -2.8664, 1.2785], [-4.0086, 2.7632, -2.4445], [-5.5065, 1.7472, -1.8493], [2.1384, 4.6051, -0.2269], [6.7743, -2.4056, -0.9512], [3.8587, -0.8994, 1.0011], [4.8788, 3.6710, -0.0807], [-0.7416, 1.9285, -4.5874], [2.0092, 0.0902, 2.9957], [-0.2449, -4.3730, -1.4740], [3.2287, -1.1318, 4.2236], [-0.5218, 5.3870, 1.9915], [0.0586, -0.2103, 4.2689], [2.3469, -3.8493, -2.5932], [-2.6068, 3.5245, 2.4483], [-1.4209, 6.6262, 0.0516], [3.7593, -1.2110, -0.9743], [2.9542, 1.7975, -1.2310], [2.9032, -2.1905, 0.6520], [-2.9974, -4.9935, 1.8905], [-1.6553, -1.0408, 3.1300], [3.8476, -1.7549, 0.3258], [-4.5967, 1.8455, -2.4415], [2.7843, 3.7796, 0.0719], [-3.5430, -0.2506, -2.9284], [0.3235, 1.5717, 3.0899], [-2.9392, -2.7703, 1.4748], [2.8778, 0.7336, 3.1362], [-3.7207, 0.6290, 2.3624], [-4.9894, 2.0790, -4.5493], [4.1379, 4.8648, -1.2209], [1.2888, -0.5751, 5.7704], [-0.6099, -2.9025, -3.0592], [0.5995, -2.0350, 4.9383], [2.2317, -1.1718, 3.7849], [1.5804, -3.2570, -2.0935], [3.9044, 2.7709, -1.7815], [-2.1654, 3.4802, 0.3804], [4.0690, 3.8691, -0.7828], [-1.4397, 2.3505, -2.2478], [1.4805, -1.9540, -2.7651], [-0.3549, 2.1355, -3.1940], [-0.4011, -0.3600, 0.3210], [-2.2735, -3.5870, 1.7542], [-1.9190, -6.5869, 3.0939], [0.8621, -0.4751, -0.3363], [-4.5974, -0.6054, -4.7687], [-4.0450, -1.0374, -2.3651], [5.2178, -1.5097, -2.5094], [-1.7540, -3.3411, 3.0625], [-1.7426, 4.5884, -0.4410], [2.9646, 3.9610, 1.1315], [0.8331, 0.8232, 3.6967], [-1.4084, -3.5345, 1.0932], [1.9749, 1.8514, 0.6747], [5.0746, -2.5882, 0.2941], [4.8226, 2.2624, -2.0754], [-1.2791, -2.3931, -2.3657], [1.8726, -0.0701, 1.9262]], "forces_ev_per_a": [[-0.9, -3.1, -1.7], [-1.1, -0.2, -0.1], [-0.5, 0.0, -0.2], [-0.5, 0.6, 0.6], [-0.1, -0.8, -0.6], [0.7, 1.5, -0.1], [0.6, -1.4, 0.0], [-0.5, 0.8, -0.4], [0.4, -0.9, 1.6], [0.8, -0.6, -0.5], [-0.7, 2.0, 1.1], [1.6, -1.1, 1.6], [-0.6, 1.1, 1.4], [0.0, 0.9, -0.2], [-0.7, 2.6, 0.8], [-1.2, -1.1, -0.1], [0.1, 0.3, 0.4], [0.1, -0.1, -0.8], [0.6, -0.4, 0.0], [0.5, -2.2, 1.5], [3.1, 1.1, 1.6], [-0.4, -0.5, -0.2], [0.0, -0.5, -0.1], [-1.2, -0.1, -0.1], [-1.4, 1.1, 0.6], [-0.8, 0.2, -0.4], [0.1, -0.5, 1.6], [0.2, 0.4, -0.5], [-0.2, 0.1, -0.7], [2.5, 0.3, 1.8], [-0.1, 0.2, -0.1], [0.8, 0.2, 0.8], [-0.2, -5.2, 0.5], [0.5, 0.7, 0.0], [-0.5, -0.1, 0.7], [0.7, 1.0, -2.5], [0.7, -0.6, 0.6], [1.8, -5.3, 1.7], [0.6, -0.1, 0.1], [1.2, 5.1, 3.3], [-0.1, 0.1, -0.3], [0.7, -2.1, 0.0], [0.4, -0.6, 0.1], [-0.2, -1.2, -0.3], [-0.5, 1.4, -0.4], [-0.7, -0.2, 0.3], [0.0, 1.7, -1.7], [-0.8, 0.1, 0.9], [0.2, -0.4, -0.2], [0.3, 0.4, 0.5], [0.0, 0.0, -0.1], [-0.6, 0.2, 0.0], [0.5, 0.9, 0.8], [-0.2, -0.1, -0.1], [0.1, 0.4, -0.6], [0.9, 0.1, 0.4], [0.4, 0.2, -0.4], [-1.6, -1.0, 0.8], [0.2, 1.5, -0.4], [0.0, 0.3, 0.1], [-0.2, 0.2, 0.8], [0.4, -0.1, -0.1], [-0.8, 0.5, -0.6], [0.3, 0.3, 0.0], [-0.4, -1.0, -0.6], [0.2, 0.1, 0.6], [0.0, 0.7, -2.3], [0.1, 0.0, 0.4], [-0.1, -0.6, -0.8], [0.4, -0.2, -1.1], [-1.2, 1.7, -0.6], [-0.8, 0.7, 0.8], [0.5, -2.5, -1.0], [-0.2, 0.9, -0.1], [1.6, -0.2, 0.2], [-1.0, -1.2, -0.9], [-0.1, -0.2, 0.1], [0.1, 0.1, -0.4], [-0.7, 2.0, -0.5], [-1.1, 0.0, 0.0], [0.3, -0.3, -0.1], [0.6, -0.4, 0.1], [-2.1, -1.0, 0.6], [-0.1, 0.1, 0.5], [0.1, 0.4, 1.0], [-0.8, -0.6, -0.7], [-0.7, 0.0, -0.9], [0.1, -1.6, -0.9], [-0.2, -0.3, 1.8], [-1.4, -0.3, 1.5], [0.6, -0.4, 0.8], [2.7, 4.1, -4.1], [-3.1, 1.6, -2.5], [-0.6, -1.0, -0.3], [-0.2, 0.0, -0.6], [3.0, -1.5, -0.7], [-0.5, 0.0, 0.2], [-0.2, -0.7, -0.9], [-0.7, 0.3, -0.1], [-0.4, 0.7, 0.0], [-1.2, 1.0, 0.9], [0.2, -0.3, 0.0], [0.9, 1.4, -1.8], [-0.2, -0.5, -0.4], [0.0, -0.4, -0.6], [2.0, 1.2, 0.0], [-0.1, -0.2, 0.3], [0.5, 0.4, 0.4], [-0.3, 0.0, 0.1]], "mulliken_charge": [-0.419, -0.674, 0.468, -0.557, 0.037, 1.621, -0.723, 0.315, 0.309, 0.273, 0.512, -0.263, -0.748, -0.246, 0.482, -0.878, 0.363, -0.766, 0.294, 0.635, -0.576, 0.350, -0.453, 0.289, 0.200, 0.006, -0.657, 0.307, 0.286, -0.888, 0.230, 0.298, -0.505, 0.300, 0.308, -0.834, -0.979, -0.915, 0.382, -0.273, 0.322, -0.541, 1.472, -0.765, -0.564, 0.311, -0.644, -0.611, 0.618, 0.222, 0.334, 0.231, 0.174, 0.258, 0.374, 0.119, 0.254, -0.744, 1.041, 0.235, 0.403, 0.247, -0.227, 0.525, 0.324, 0.382, 0.694, 0.274, -0.072, -0.657, 0.069, -0.242, -0.436, -0.777, 0.042, -0.887, 0.071, 0.833, 0.728, 0.328, 0.343, 0.283, 0.265, 0.332, -0.632, 0.018, -0.795, -0.184, -0.661, -0.715, -0.275, 1.816, 0.088, 0.018, 0.321, 0.765, 0.389, 0.369, 0.357, -0.273, -0.234, 0.448, 0.188, -0.051, -0.809, -0.636, 0.305, -0.354, -1.314]}

=====

(3)
{"formula": "C3H4N4O", "method": "ωB97M-V/def2-TZVPD", "total_charge": 0, "total_energy_ev": -11177.1820, "e_above_lowest_ev": 6.7870, "spin_multiplicity": 1, "gap_ev": 7.986, "symbols": ["C", "C", "O", "N", "H", "H", "N", "H", "H", "N", "N", "C"], "positions_angstrom": [[0.7116, 0.5841, -0.5282], [-1.2646, 1.3615, 0.0627], [2.4675, -0.6737, 0.0532], [-0.0337, -0.5238, -0.6451], [-1.8578, -1.9119, -0.0216], [3.4159, -0.7650, 0.5141], [-0.0250, 1.7310, -0.2064], [0.1292, -1.5836, 0.4085], [-1.9958, 2.2057, 0.6986], [2.0445, 0.6716, -0.1268], [-2.2485, -0.9882, -0.0278], [-1.3432, -0.1077, -0.1812]], "forces_ev_per_a": [[5.9, 1.2, 3.3], [0.9, 2.6, 1.0], [2.1, -0.3, 0.9], [-1.1, -4.0, 3.6], [0.1, -0.6, -0.7], [-3.1, 1.3, -1.6], [-2.2, 0.4, 0.2], [0.6, 3.7, -3.8], [2.0, -3.1, -2.4], [-3.6, -1.5, -1.2], [-0.7, 2.2, 1.1], [-0.9, -1.9, -0.4]], "nbo_charge": [0.385, 0.018, -0.595, -0.584, 0.339, 0.498, -0.356, 0.392, 0.257, -0.075, -0.606, 0.327]}